Entry 1:
The following is a quantum chemistry calculation of C42H43BaBrN4S3Si as an isolated structure, from OMol25.

Values from the calculation:
**Max |F|**: 0.0145 Eh/bohr
**ΔE to the lowest compared entry with this formula, charge and spin**: 0.0 kcal/mol
**Gap between HOMO and LUMO**: 4.86 eV

```
! RIJCOSX wB97M-V def2-TZVPD def2/J DEFGRID3
* xyz -2 1
Ba -0.1536 -0.0446 0.4528
C 1.3560 -3.2653 0.3533
N 0.2093 -2.9213 -0.4893
C 0.6155 -2.6425 -1.8548
C -0.5367 -2.2885 -2.7848
N -1.1339 -0.9866 -2.5049
C -0.3852 0.1160 -3.1009
C -2.5235 -0.9050 -2.8858
C -2.9683 -1.5833 -4.0189
C -4.2923 -1.5381 -4.4284
C -5.1888 -0.7775 -3.6892
C -4.7511 -0.0784 -2.5807
C -3.4144 -0.1028 -2.1420
S -2.9647 0.8540 -0.7594
C -0.8402 -3.8866 -0.3070
C -0.9581 -4.9768 -1.1628
C -1.9584 -5.9247 -1.0003
C -2.8426 -5.7768 0.0611
C -2.7088 -4.7144 0.9361
C -1.7053 -3.7384 0.8005
S -1.5578 -2.4683 1.9849
H 1.9079 -4.1303 -0.0516
H 0.9981 -3.4995 1.3550
H 2.0416 -2.4192 0.4566
H 1.1935 -3.4748 -2.2987
H 1.3081 -1.7955 -1.8212
H -1.3184 -3.0377 -2.6837
H -0.1600 -2.3478 -3.8213
H -0.3652 0.0376 -4.2011
H 0.6430 0.1280 -2.7351
H -0.8581 1.0569 -2.8173
H -2.2624 -2.1722 -4.5926
H -4.6140 -2.0899 -5.3037
H -6.2343 -0.7294 -3.9744
H -5.4466 0.5170 -2.0024
H -0.2595 -5.0792 -1.9865
H -2.0468 -6.7541 -1.6919
H -3.6450 -6.4920 0.2074
H -3.3966 -4.6021 1.7651
Br -2.7335 7.6741 -0.9324
C -1.6049 6.1409 -0.9969
C -0.4043 6.2249 -1.6857
C 0.4213 5.1150 -1.7393
C 0.0500 3.9270 -1.1038
C -1.1677 3.8689 -0.4429
C -2.0009 4.9753 -0.3755
N 0.8374 2.7385 -1.1173
C 2.0777 2.8578 -1.3402
C 3.0313 1.7375 -1.4603
C 4.3433 2.0700 -1.7873
C 5.2868 1.0622 -1.9013
C 4.8867 -0.2349 -1.6561
C 3.5625 -0.4672 -1.3047
N 2.6343 0.4804 -1.2351
H -0.1233 7.1447 -2.1806
H 1.3404 5.1876 -2.3052
H -1.4748 2.9486 0.0230
H -2.9338 4.9096 0.1680
H 2.5559 3.8360 -1.4436
H 4.6105 3.1076 -1.9388
H 6.3136 1.2926 -2.1567
H 5.5799 -1.0640 -1.6915
H 3.2465 -1.4753 -1.0718
S 2.9506 -0.2998 1.7686
C 3.2344 -1.4380 3.0636
C 2.2189 -1.8057 3.9623
C 2.4491 -2.7200 4.9768
C 3.7011 -3.3038 5.1413
C 4.7177 -2.9545 4.2610
C 4.4882 -2.0427 3.2415
H 1.2358 -1.3675 3.8398
H 1.6349 -2.9823 5.6430
H 3.8777 -4.0202 5.9350
H 5.7023 -3.3998 4.3647
H 5.2870 -1.7773 2.5587
C 1.5276 3.6581 2.5052
Si 0.0569 2.4080 2.5857
C 0.1571 1.8583 4.4340
C -1.4487 3.6443 2.7206
C -2.7518 3.1535 2.5624
C -3.8698 3.9780 2.6002
C -3.7200 5.3462 2.7961
C -2.4420 5.8662 2.9542
C -1.3348 5.0254 2.9156
H 1.5819 4.3231 3.3758
H 1.4723 4.2844 1.6061
H 2.4617 3.0891 2.4573
H 0.0997 2.7122 5.1191
H 1.1075 1.3417 4.6056
H -0.6441 1.1590 4.6897
H -2.9005 2.0928 2.3726
H -4.8561 3.5511 2.4542
H -4.5860 5.9987 2.8107
H -2.3060 6.9340 3.0951
H -0.3490 5.4645 3.0320
*
```

---

Entry 2:
The following is a quantum chemistry calculation of C4H7NOS2 as an isolated structure, from OMol25.

Values from the calculation:
**Max |F|**: 0.0522 Eh/bohr
**ΔE to the lowest compared entry with this formula, charge and spin**: 27.0 kcal/mol
**Gap between HOMO and LUMO**: 9.34 eV

```
! RIJCOSX wB97M-V def2-TZVPD def2/J DEFGRID3
* xyz 0 1
C 0.2946 -1.4829 0.3319
C 0.0685 0.0153 0.0984
C -0.3804 0.2311 -1.3675
C 1.1935 1.5270 1.3758
H -0.6502 -1.9832 0.4329
H 0.8894 -1.6141 1.2075
H 0.8120 -1.9994 -0.5156
H -0.7627 1.2931 -1.4296
H 0.4787 0.1264 -2.0287
H -2.7009 -0.5368 -1.1731
H 2.1660 1.9868 1.5666
N 0.1548 1.6007 2.0834
O 1.2611 0.7249 0.2730
S -1.6987 -0.7248 -2.0620
S -1.1256 0.8358 1.2071
*
```

---

Entry 3:
The following is a quantum chemistry calculation of C2H8N3O as an isolated structure, from OMol25.

Values from the calculation:
**Max |F|**: 0.0748 Eh/bohr
**ΔE to the lowest compared entry with this formula, charge and spin**: 84.0 kcal/mol
**Gap between HOMO and LUMO**: 9.99 eV

```
! RIJCOSX wB97M-V def2-TZVPD def2/J DEFGRID3
* xyz 1 1
C 0.9850 -0.2488 0.4525
C -1.1566 0.1011 0.0001
N 2.2476 0.0120 -0.3543
N -2.2483 0.8817 -0.3896
N -1.1701 -1.0866 0.5335
O -0.0088 0.7180 -0.1141
H 1.2714 0.2428 1.3555
H 2.5559 0.9965 -0.4402
H 2.9796 -0.6961 0.0609
H -3.1410 0.3736 -0.2414
H -2.3803 1.7417 -0.9566
H -0.0494 -1.2126 0.7424
H -2.1005 -1.5025 0.7309
H 2.2156 -0.3209 -1.3796
*
```

---

Entry 4:
The following is a quantum chemistry calculation of a 20-piece molecular cluster, H41O20 overall, from OMol25.

Values from the calculation:
**Max |F|**: 0.0522 Eh/bohr
**ΔE to the lowest compared entry with this formula, charge and spin**: 47.3 kcal/mol
**Gap between HOMO and LUMO**: 10.11 eV

```
! RIJCOSX wB97M-V def2-TZVPD def2/J DEFGRID3
* xyz 1 1
O 2.0159 -1.9559 2.4102
H 2.0676 5.4218 -1.9184
O -0.4880 0.0962 -2.7881
H -0.6695 0.5164 -3.6359
H -0.6166 0.6991 -2.0333
O -2.0497 -2.3620 -0.7517
H -2.5241 -1.9627 -0.0053
H -1.1486 -2.1253 -0.4860
O -0.6039 -5.2520 -1.9283
H -1.3268 -5.7898 -1.6165
H 2.3303 0.4148 0.3481
O -5.3317 -0.2801 -0.3801
H -0.5353 2.1263 -0.6407
H -0.9365 -4.4179 -2.2653
O -0.8910 2.4462 -1.4870
H 4.2367 3.3576 1.2946
H -0.3670 3.2160 -1.7699
O 4.7616 2.6829 1.7139
H 3.7404 0.3910 1.1187
H -4.1489 -2.2712 -2.7698
O 2.5513 3.7914 -0.0335
H 1.6429 4.0616 0.0824
H 2.7343 3.4959 -0.9324
O 0.0067 -0.6301 3.1309
H 0.0694 -0.0215 2.3762
H -5.5514 -1.2009 -0.5452
O 0.3409 1.5768 0.8264
H 1.1009 2.1888 0.8251
H -0.2803 2.2256 1.2117
O -0.0248 4.4104 2.0649
H -0.2827 5.3235 2.0534
H 4.5104 2.7624 2.6302
O 2.3069 -3.0801 -2.7209
H 2.0225 -3.9741 -2.4294
H 1.4868 -2.6947 -3.0789
O -0.2321 -2.3941 -3.6961
H -0.4000 -1.4539 -3.5505
H -0.5371 -2.6755 -4.5600
O 1.5722 4.7514 -2.3766
H 1.1837 -1.3265 2.5764
H 1.5696 5.0293 -3.2964
O 2.8148 0.2054 1.1481
H -0.0256 4.0934 2.9781
H 1.6127 -2.8163 2.1551
O 2.0437 -2.1212 -0.4019
H 1.7640 -1.3464 -0.9083
H 2.0975 -2.6593 -1.3050
O 0.1866 2.3882 4.2288
H 0.1286 2.9049 5.0531
H 0.9810 2.7813 3.8534
O -3.3775 -2.3447 -3.3271
H 2.5392 -1.3699 1.7589
H -2.6324 -2.2483 -2.7059
O -4.9136 0.4122 2.4804
H -5.0811 0.6765 1.5997
H -4.5635 -0.4550 2.6590
O -0.4698 -3.9837 1.4774
H -0.5050 -4.7055 0.8233
H -1.4234 -4.0590 1.6746
H -4.3977 -0.3329 -0.1729
H -0.0836 -0.1369 3.9640
*
```

---

Entry 5:
The following is a quantum chemistry calculation of one molecule with the formula C8H13I3O2, from OMol25.

Values from the calculation:
**Max |F|**: 0.0140 Eh/bohr
**Gap between HOMO and LUMO**: 9.40 eV
**Structure (SMILES)**: C[C@H](I)CCOC(=O)[C@H](I)[C@@H](C)I

```
! RIJCOSX wB97M-V def2-TZVPD def2/J DEFGRID3
* xyz 0 1
C 2.7106 1.4866 0.7720
C 3.1715 0.5398 -0.3554
I 2.7316 1.3354 -2.3040
C 2.6694 -0.8985 -0.1968
C 1.2186 -1.2003 -0.5078
O 0.3919 -0.7514 0.5911
C -0.9323 -0.9638 0.3700
O -1.4856 -1.9418 0.7984
C -1.6792 0.0774 -0.4597
I -1.0747 2.0686 0.0377
C -3.1934 -0.1528 -0.3817
C -3.8347 0.1516 0.9641
I -4.1865 0.9245 -1.9485
H 1.8621 1.0683 1.3144
H 3.5387 1.6345 1.4738
H 2.4341 2.4728 0.3951
H 4.2618 0.4961 -0.3535
H 2.8346 -1.1683 0.8560
H 3.2912 -1.5758 -0.7918
H 1.0835 -2.2830 -0.6192
H 0.8906 -0.7138 -1.4323
H -1.3519 -0.0704 -1.4945
H -3.3504 -1.2027 -0.6312
H -3.4522 -0.5368 1.7220
H -4.9163 0.0244 0.9028
H -3.6327 1.1795 1.2790
*
```

---

Entry 6:
The following is a quantum chemistry calculation of a 2-piece molecular cluster, C4H4Cl2O2 overall, from OMol25.

Values from the calculation:
**Max |F|**: 0.0868 Eh/bohr
**ΔE to the lowest compared entry with this formula, charge and spin**: 40.1 kcal/mol
**Gap between HOMO and LUMO**: 9.04 eV
**Structure (SMILES)**: CC(Cl)=C=O.O=CCl

```
! RIJCOSX wB97M-V def2-TZVPD def2/J DEFGRID3
* xyz 0 1
C 0.1297 0.6516 1.7264
C -0.7307 0.6698 0.5015
Cl -2.0945 -0.3944 0.6792
C -0.4548 1.3452 -0.5279
O -0.1652 1.9170 -1.5034
H -0.3403 0.3214 2.6234
H 0.4934 1.6233 1.9648
H 1.1680 0.1002 1.5014
O -0.4602 -2.3465 -1.8202
C 0.4048 -1.5297 -1.8661
Cl 1.8382 -1.6828 -0.8350
H 0.2116 -0.6752 -2.4439
*
```

---

Entry 7:
The following is a quantum chemistry calculation of a 4-piece molecular cluster, CH10O3 overall, from OMol25.

Values from the calculation:
**Max |F|**: 0.0288 Eh/bohr
**ΔE to the lowest compared entry with this formula, charge and spin**: 27.4 kcal/mol
**Expectation value of S²**: 0.757
**Gap between HOMO and LUMO (spin up / spin down)**: 9.86 / 1.51 eV

```
! RIJCOSX wB97M-V def2-TZVPD def2/J DEFGRID3
* xyz 1 2
C 0.5357 -0.4675 -6.7918
H 1.3163 0.1114 -6.2645
H 0.1835 0.1759 -7.5868
H -0.1628 -0.5757 -5.9663
H 0.8388 -1.4055 -7.2297
H -3.4366 -1.0205 1.4608
H -2.7651 -1.2116 2.8902
O -3.5919 -1.1299 2.4094
H 4.1114 1.8921 3.4446
H 3.0679 0.7039 3.3673
O 3.4529 1.3840 3.9692
H -1.3550 0.4054 0.3778
H -0.4852 0.0523 1.4765
O -0.4006 0.2255 0.5237
*
```

---

Entry 8:
The following is a quantum chemistry calculation of C27H28FFeN8O6 as an isolated structure, from OMol25.

Values from the calculation:
**Max |F|**: 0.0543 Eh/bohr
**Expectation value of S²**: 6.007
**Gap between HOMO and LUMO (spin up / spin down)**: 6.98 / 7.00 eV

```
! RIJCOSX wB97M-V def2-TZVPD def2/J DEFGRID3
* xyz 1 5
Fe 0.3712 -0.4880 0.3989
O -2.1282 5.1741 -3.6373
N -1.6866 5.5489 -2.5774
O -1.6842 6.6903 -2.1817
C -1.0908 4.5612 -1.6852
C -0.1682 5.0253 -0.7979
C 0.4847 4.1540 0.1103
C 1.4722 4.5892 1.0131
C 2.0811 3.6641 1.8268
C 1.6879 2.3255 1.7382
N 0.7457 1.8979 0.9250
C 0.1433 2.7833 0.1155
C -0.8783 2.3009 -0.7768
N -1.2367 1.0098 -0.6701
C -2.1455 0.5280 -1.4901
C -2.7547 1.2953 -2.4858
C -2.4268 2.6257 -2.5947
C -1.4738 3.1777 -1.7198
H 0.0842 6.0763 -0.7935
H 1.7395 5.6322 1.0522
H 2.8488 3.9511 2.5272
H 2.1618 1.5718 2.3536
H -2.4094 -0.5097 -1.3424
H -3.4830 0.8528 -3.1475
H -2.8904 3.2417 -3.3486
F 4.2956 -2.7558 -5.2953
C 3.3831 -2.2406 -4.4684
C 3.7431 -1.3216 -3.5467
N 2.8403 -0.7577 -2.6898
C 3.2758 0.1382 -1.6437
C 3.4220 -0.7246 -0.3038
O 4.3886 -1.4407 -0.2142
O 2.4648 -0.5794 0.5059
C 1.5318 -1.1520 -2.6977
O 0.6859 -0.7051 -1.9220
N 1.1916 -2.0743 -3.6442
C 2.0086 -2.7030 -4.6000
O 1.5471 -3.5041 -5.3665
H 4.7714 -1.0071 -3.4535
H 2.5287 0.9223 -1.4982
H 4.2451 0.5569 -1.9083
H 0.2149 -2.3446 -3.6597
C -2.0093 -4.6242 -2.1007
C -0.7403 -4.8748 -1.2756
C -0.4421 -3.7032 -0.5124
N -0.2794 -2.7274 0.0690
H -2.2191 -5.4893 -2.7204
H -1.8865 -3.7589 -2.7478
H -2.8593 -4.4498 -1.4461
H 0.1104 -5.1022 -1.9240
H -0.8855 -5.7227 -0.5999
C -1.1835 0.6834 3.2361
C -1.6530 0.4328 4.7011
N -1.5190 -0.9727 5.0069
C -0.1355 -1.3759 4.9022
C 0.3613 -1.1235 3.4475
N -0.7396 -0.5795 2.6470
C -1.8574 -1.5246 2.6485
C -2.3379 -1.7565 4.1109
H -0.3534 1.3892 3.2142
H -1.9930 1.0850 2.6244
H -2.6965 0.7211 4.8365
H -1.0498 1.0019 5.4111
H -0.0637 -2.4308 5.1671
H 0.4484 -0.8020 5.6234
H 0.7076 -2.0482 2.9804
H 1.1824 -0.4057 3.4357
H -1.5183 -2.4574 2.1970
H -2.6574 -1.1095 2.0330
H -2.2541 -2.8066 4.3924
H -3.3783 -1.4544 4.2371
*
```

---

Entry 9:
The following is a quantum chemistry calculation of C16H40ClCsF3LiN3O4PS as an isolated structure, from OMol25.

Values from the calculation:
**Max |F|**: 0.3859 Eh/bohr
**Gap between HOMO and LUMO**: 2.94 eV

```
! RIJCOSX wB97M-V def2-TZVPD def2/J DEFGRID3
* xyz 0 1
C -4.3987 -4.4520 -2.8778
N -4.3769 -4.7811 -1.4282
C -4.2439 -3.5365 -0.7044
N -4.0526 -3.7095 0.7841
S -4.1958 -5.3901 1.3711
C -2.7988 -3.0765 1.3222
C -1.5017 -3.4691 0.6183
C -0.5065 -2.6539 1.4027
F -1.1553 -4.8156 0.7240
H -4.1572 -5.3281 -3.4743
H -3.7444 -3.6183 -3.1216
H -5.4204 -4.1491 -3.1456
H -5.3022 -5.1514 -1.2666
H -5.1967 -2.9981 -0.8411
H -3.4935 -2.8939 -1.1507
H -4.8255 -3.2174 1.2300
H -5.4827 -5.3926 1.7845
H -2.9148 -1.9999 1.1698
H -2.6709 -3.2677 2.3924
H -1.4193 -3.1821 -0.4355
H -0.5322 -3.0773 2.4037
H -0.8401 -1.6267 1.4919
H 0.5243 -2.6986 1.0440
C 2.5979 -2.9695 -1.3817
O 2.6076 -1.7842 -0.6152
P 4.2176 -1.2256 -0.2147
O 3.6236 -0.3592 0.8975
O 4.2543 -0.3947 -1.6367
C 3.1594 0.4281 -1.9990
O 5.8364 -0.7019 0.1927
C 6.1495 0.6012 0.0134
H 1.5625 -3.2450 -1.5817
H 3.1166 -2.8111 -2.3233
H 3.0822 -3.7794 -0.8218
H 2.5692 0.7306 -1.1337
H 2.5196 -0.0996 -2.7110
H 3.5554 1.3212 -2.4846
H 5.3510 1.2652 0.3506
H 6.3959 0.8082 -1.0360
H 7.1322 0.8108 0.6600
C 0.8277 2.9189 0.6767
C 0.2177 3.1835 -0.6971
C 1.2318 3.6692 -1.7317
C 1.9042 5.0031 -1.4062
C 0.9499 6.1782 -1.2018
C 0.1271 6.5142 -2.4422
H 1.2404 3.8302 1.1147
H 0.0668 2.5375 1.3580
H 1.6257 2.1748 0.6156
H -0.6026 3.9016 -0.6034
H -0.2295 2.2543 -1.0616
H 0.7358 3.7382 -2.7052
H 2.0098 2.9114 -1.8469
H 2.5976 5.2474 -2.2177
H 2.5219 4.8915 -0.5109
H 1.5395 7.0569 -0.9268
H 0.2807 5.9829 -0.3593
H 0.7764 6.7492 -3.2881
H -0.5058 7.3832 -2.2542
H -0.5261 5.6886 -2.7289
C -2.3585 1.6593 4.0927
C -2.1566 1.0165 2.8445
N -1.9299 0.4746 1.8883
H -1.4080 1.9307 4.5540
H -2.9723 2.5552 3.9865
H -2.8728 0.9289 4.7138
Cl -1.3718 -1.7351 3.9071
F 7.7459 0.2721 1.8470
Li -3.4499 0.8601 6.2617
Cs 2.8045 -2.8077 1.0495
F -3.8450 -1.0793 3.6046
*
```

---

Entry 10:
The following is a quantum chemistry calculation of an isolated ion of composition H2P4S3 and charge -2, from OMol25.

Values from the calculation:
**Max |F|**: 0.0514 Eh/bohr
**ΔE to the lowest compared entry with this formula, charge and spin**: 17.7 kcal/mol
**Gap between HOMO and LUMO**: 5.26 eV
**Structure (SMILES)**: [S-][PH]#[PH]P1#S#P1[S-]

```
! RIJCOSX wB97M-V def2-TZVPD def2/J DEFGRID3
* xyz -2 1
S -2.2509 -0.8423 0.0143
P -0.2834 -1.0828 -0.2123
P 0.1747 0.9019 0.3780
P 2.2603 0.8269 1.0055
S 3.4550 1.4295 -0.5606
P 2.8076 -0.7597 -0.3711
S 4.1196 -2.0343 0.3416
H -0.1588 -1.3176 -1.5662
H -0.3334 0.3675 1.6759
*
```

---

Entry 11:
The following is a quantum chemistry calculation of one molecule with the formula C4H5ClS, from OMol25.

Values from the calculation:
**Max |F|**: 0.0580 Eh/bohr
**ΔE to the lowest compared entry with this formula, charge and spin**: 51.0 kcal/mol
**Gap between HOMO and LUMO**: 10.11 eV
**Structure (SMILES)**: C#C[C@H](Cl)CS

```
! RIJCOSX wB97M-V def2-TZVPD def2/J DEFGRID3
* xyz 0 1
C 2.6081 -0.4933 -0.0373
C 1.4824 -0.1140 -0.1167
C 0.1135 0.3301 -0.2114
Cl 0.1894 2.1349 0.0559
C -0.9830 -0.1696 0.6776
S -2.5598 0.2092 -0.0940
H 3.6494 -0.9167 -0.0018
H -0.0538 0.2659 -1.3251
H -0.9877 0.3760 1.6193
H -0.8273 -1.2352 0.8056
H -2.6312 -0.3873 -1.3722
*
```

---

Entry 12:
The following is a quantum chemistry calculation of a 2-piece molecular cluster, CH2ClO3S overall, from OMol25.

Values from the calculation:
**Max |F|**: 0.0238 Eh/bohr
**ΔE to the lowest compared entry with this formula, charge and spin**: 57.7 kcal/mol
**Gap between HOMO and LUMO (spin up / spin down)**: 5.46 / 8.27 eV

```
! RIJCOSX wB97M-V def2-TZVPD def2/J DEFGRID3
* xyz -1 1
C -2.3234 -0.1686 0.2336
O 2.1511 -1.3621 0.5441
O 2.7697 0.0987 -1.3727
O 2.3584 1.0851 0.8642
S 2.1058 -0.0235 -0.0663
Cl -3.2997 1.2090 -0.1405
H -2.4614 -0.9508 -0.5032
H -1.3005 0.1122 0.4408
*
```